{
  "formula": "C43H34BBrF4GeIN8SeZr",
  "method": "ωB97M-V/def2-TZVPD",
  "charge": 1,
  "homo_energy_ha": [-0.342, -0.340],
  "orbital_gap_ev": [4.998, 4.927],
  "elements": ["Zr", "C", "C", "C", "C", "C", "N", "C", "C", "C", "C", "C", "C", "C", "C", "N", "C", "N", "C", "N", "C", "N", "C", "N", "C", "N", "C", "C", "C", "C", "C", "C", "C", "C", "C", "C", "C", "C", "C", "C", "N", "H", "H", "H", "H", "H", "H", "H", "H", "H", "H", "H", "H", "H", "H", "H", "H", "F", "B", "F", "F", "F", "C", "Ge", "C", "C", "C", "Se", "C", "H", "H", "H", "H", "H", "H", "H", "H", "H", "H", "H", "H", "H", "H", "Br", "C", "C", "C", "C", "C", "C", "I", "H", "H", "H", "H"],
  "xyz": [[0.186460, 0.154238, 0.079022], [3.780914, 1.503113, -5.343187], [4.865692, 1.522427, -4.444051], [4.658662, 1.359417, -3.092948], [3.345777, 1.279340, -2.641769], [2.774351, 1.260406, -1.321463], [3.485372, 1.469770, -0.232884], [2.940053, 1.553111, 0.960466], [3.635239, 1.979385, 2.162568], [4.907193, 2.546845, 2.330541], [5.227013, 3.021273, 3.588828], [4.293813, 2.941435, 4.644626], [3.051266, 2.330938, 4.471828], [2.748990, 1.888392, 3.187026], [1.476456, 1.381031, 2.665611], [0.409388, 1.317776, 3.442694], [-0.820534, 1.158814, 2.947510], [-1.138018, 1.099015, 1.606533], [-2.516683, 1.035202, 1.547432], [-3.237125, 1.076788, 0.435251], [-2.667774, 1.147441, -0.764658], [-1.316370, 1.122302, -1.098737], [-1.230728, 1.371522, -2.475572], [-0.144104, 1.398365, -3.190474], [1.073352, 1.267137, -2.711920], [1.416085, 1.161383, -1.400776], [2.279208, 1.250104, -3.523060], [2.486022, 1.294614, -4.897358], [-2.543495, 1.579592, -2.978405], [-2.956273, 1.976651, -4.228617], [-4.329171, 2.096476, -4.438912], [-5.260349, 1.910899, -3.390786], [-4.849832, 1.593349, -2.138044], [-3.466040, 1.384422, -1.935229], [-3.100193, 1.021253, 2.877052], [-4.396139, 0.860830, 3.304963], [-4.589233, 0.789826, 4.670744], [-3.517955, 0.937714, 5.601077], [-2.236353, 1.073165, 5.135962], [-2.055074, 1.146673, 3.758258], [1.589009, 1.211925, 1.324685], [3.941086, 1.572715, -6.416209], [5.888469, 1.691293, -4.780841], [5.503456, 1.456762, -2.413864], [5.589424, 2.639125, 1.473789], [6.176843, 3.475311, 3.747617], [4.556404, 3.276947, 5.650558], [2.314668, 2.203071, 5.270267], [1.656442, 1.273937, -5.613899], [-2.242650, 2.169651, -5.026901], [-4.689143, 2.391721, -5.406283], [-6.313538, 2.046610, -3.587456], [-5.546410, 1.472418, -1.290097], [-5.223762, 0.713753, 2.638025], [-5.629069, 0.660370, 5.025870], [-3.758373, 0.974693, 6.653150], [-1.370083, 1.132738, 5.752704], [0.329173, -1.137133, 1.899462], [-0.941776, -1.898608, 1.843812], [-1.416505, -1.352044, 0.487339], [-1.734448, -1.480628, 2.879487], [-0.738224, -3.238654, 1.740968], [-4.136012, -2.309042, -0.522625], [-3.329345, -3.073137, -2.130619], [-4.178926, -4.843671, -2.404805], [-3.687223, -1.957497, -3.675164], [-1.423037, -3.503401, -1.747701], [0.051979, -2.250227, -1.963595], [-0.171786, -1.753794, -3.844364], [-5.194082, -2.337088, -0.663233], [-3.849438, -1.306339, -0.234017], [-3.911635, -3.000893, 0.284925], [-5.215184, -4.685634, -2.680478], [-4.112498, -5.427076, -1.487657], [-3.656544, -5.478094, -3.157465], [-4.766340, -2.024637, -3.886645], [-3.141924, -2.216672, -4.555431], [-3.475425, -0.902785, -3.435724], [-1.064266, -4.452653, -2.236020], [-1.392916, -3.766422, -0.658526], [-1.193450, -1.359678, -3.983875], [0.059105, -2.665181, -4.391315], [0.602508, -1.018965, -3.968497], [1.965135, -2.991714, 3.828965], [3.581640, -2.141752, 3.344840], [4.434955, -1.830983, 4.370592], [5.670834, -1.210038, 4.112424], [6.044764, -0.937174, 2.809051], [5.168915, -1.263806, 1.780952], [3.963419, -1.850820, 2.046075], [2.812940, -2.327599, 0.359048], [4.166266, -2.112953, 5.363503], [6.355525, -1.053465, 4.926481], [6.970693, -0.474504, 2.579915], [5.440496, -0.990721, 0.799657]],
  "forces_ev_per_angstrom": [[-0.6, -0.2, 0.5], [-0.1, -0.6, -0.2], [0.1, 0.0, -0.1], [0.4, 0.7, 0.2], [0.1, -0.3, 0.3], [0.7, 0.0, 0.0], [-0.3, 0.2, 1.2], [-0.5, -0.6, -0.1], [0.9, 0.4, -1.3], [0.0, -0.1, -0.4], [-0.9, -0.2, -0.1], [-0.3, -0.6, 0.5], [0.3, 0.2, 0.1], [-1.1, -0.3, 1.3], [0.3, 0.9, 0.3], [-1.1, -0.4, -0.3], [0.8, 0.7, 0.0], [-0.1, -0.2, 0.7], [-0.6, 0.5, -1.5], [0.9, -0.3, 0.9], [-0.1, 0.2, 0.1], [-0.7, -0.2, -0.2], [0.1, -0.2, 1.3], [0.4, 0.0, -0.6], [-0.2, -0.4, -0.9], [-0.3, -0.2, 0.7], [-0.6, 0.2, -0.2], [-0.2, 0.6, -0.6], [-0.7, 0.0, 0.3], [-0.9, 0.0, -1.1], [0.5, 0.1, 0.4], [0.0, 0.2, -1.0], [0.6, -0.7, 1.8], [0.2, 0.6, -0.5], [0.3, 0.3, -0.7], [-0.3, -0.4, 0.5], [-0.4, 0.3, 0.8], [-1.3, -0.1, -0.7], [0.4, 0.3, -0.7], [1.0, -0.5, 0.2], [1.2, 0.0, -0.6], [0.1, 0.1, 0.2], [-0.3, -0.1, -0.2], [-0.3, -0.3, 0.0], [-0.3, -0.1, 0.5], [0.5, 0.3, 0.2], [0.0, 0.1, -0.4], [0.4, 0.2, -0.2], [0.3, 0.0, 0.4], [-0.1, -0.1, 0.2], [-0.1, 0.0, -0.3], [-0.1, 0.0, -0.1], [0.4, 0.1, -0.6], [-0.1, 0.1, -0.3], [0.8, 0.1, 0.0], [0.1, -0.2, 0.1], [0.3, 0.1, 0.6], [-0.3, -0.4, -0.3], [-0.3, -0.3, 0.4], [0.2, -0.3, 0.9], [0.4, -0.5, -1.0], [-0.1, 0.8, -0.1], [0.6, -0.4, -0.1], [-0.1, -0.6, 0.0], [1.0, -0.2, -0.2], [-0.5, 0.8, 0.5], [0.5, -1.1, 0.8], [0.1, 0.3, 0.0], [-0.4, -0.3, 0.8], [-0.9, 0.1, -0.1], [0.1, 0.1, -0.1], [0.1, 0.0, 0.3], [-0.2, -0.2, -0.1], [-0.2, 0.1, 0.2], [-0.4, 0.7, 0.2], [0.3, 0.0, 0.0], [0.3, -0.3, -0.6], [-0.1, -0.3, -0.1], [-0.5, 1.0, 0.2], [0.0, 0.3, -0.8], [0.8, -0.2, -0.2], [-0.2, 0.2, -0.2], [0.1, 0.4, -0.5], [0.1, -0.1, -0.2], [-0.4, -0.2, 0.0], [1.2, 0.6, -0.1], [-0.5, -0.7, -0.1], [-1.0, -0.3, 0.4], [0.6, 0.5, 0.8], [-0.8, -0.2, -0.5], [-0.2, 0.1, -0.1], [-0.1, 0.0, 0.5], [0.1, 0.2, 0.2], [0.7, 0.3, -0.1], [0.2, 0.1, -1.1]],
  "lowdin_charge": [1.752, -0.052, -0.054, -0.001, -0.107, -0.301, 0.219, -0.223, -0.126, 0.003, -0.052, -0.043, 0.013, -0.121, -0.260, 0.227, -0.217, 0.023, -0.243, 0.221, -0.263, -0.002, -0.278, 0.213, -0.299, -0.011, -0.113, -0.004, -0.144, 0.002, -0.035, -0.064, -0.003, -0.103, -0.124, 0.004, -0.036, -0.035, 0.007, -0.104, -0.003, 0.112, 0.115, 0.121, 0.128, 0.101, 0.113, 0.124, 0.125, 0.124, 0.105, 0.112, 0.131, 0.119, 0.121, 0.110, 0.114, -0.129, -1.182, -0.117, 0.224, 0.186, -0.188, 0.789, -0.209, -0.209, -0.564, 0.822, -0.322, 0.017, -0.010, 0.032, 0.017, 0.019, 0.035, 0.041, 0.009, 0.003, 0.042, 0.019, 0.014, 0.039, -0.012, 0.846, -0.719, -0.125, -0.046, -0.065, -0.174, -0.690, 1.082, 0.094, 0.109, 0.103, 0.080]
}